(1)
{
  "formula": "C30H94N6O17",
  "method": "ωB97M-V/def2-TZVPD",
  "species": ["C", "C", "C", "O", "C", "N", "H", "H", "H", "H", "H", "H", "H", "H", "H", "H", "H", "C", "C", "C", "O", "C", "N", "H", "H", "H", "H", "H", "H", "H", "H", "H", "H", "H", "C", "C", "C", "O", "C", "N", "H", "H", "H", "H", "H", "H", "H", "H", "H", "H", "H", "C", "C", "C", "O", "C", "N", "H", "H", "H", "H", "H", "H", "H", "H", "H", "H", "H", "C", "C", "C", "O", "C", "N", "H", "H", "H", "H", "H", "H", "H", "H", "H", "H", "H", "C", "C", "C", "O", "C", "N", "H", "H", "H", "H", "H", "H", "H", "H", "H", "H", "H", "O", "H", "H", "O", "H", "H", "O", "H", "H", "O", "H", "H", "O", "H", "H", "C", "C", "O", "O", "H", "H", "H", "H", "H", "H", "C", "C", "O", "O", "H", "H", "H", "H", "H", "H", "C", "C", "O", "O", "H", "H", "H", "H", "H", "H"],
  "xyz": [[-3.740, 0.363, 1.822], [-4.203, 1.741, 2.275], [-4.702, 2.628, 1.153], [-3.596, 2.926, 0.315], [-3.875, 3.897, -0.656], [-5.262, 1.631, 3.303], [-4.543, -0.283, 1.458], [-3.234, -0.200, 2.609], [-3.020, 0.519, 1.011], [-3.373, 2.269, 2.751], [-5.034, 3.580, 1.585], [-5.499, 2.143, 0.574], [-4.117, 4.863, -0.197], [-4.730, 3.618, -1.289], [-3.026, 3.967, -1.334], [-6.112, 1.299, 2.855], [-5.003, 0.892, 3.947], [4.699, 1.056, 5.588], [4.728, -0.245, 4.807], [3.766, -1.243, 5.402], [3.691, -2.502, 4.759], [2.889, -3.413, 5.501], [4.356, 0.047, 3.417], [5.271, 1.833, 5.072], [5.305, 1.008, 6.500], [3.696, 1.401, 5.828], [5.755, -0.635, 4.852], [2.785, -0.737, 5.351], [3.908, -1.352, 6.484], [3.125, -4.408, 5.127], [1.819, -3.206, 5.472], [3.244, -3.411, 6.538], [4.637, -0.725, 2.816], [4.956, 0.778, 3.039], [2.430, -0.422, -0.009], [1.261, -0.045, 0.888], [-0.058, -0.556, 0.301], [-0.260, -0.159, -1.040], [-0.670, 1.196, -1.192], [1.445, -0.572, 2.255], [2.300, -1.422, -0.439], [3.438, -0.381, 0.416], [2.594, 0.241, -0.870], [1.172, 1.043, 0.945], [-0.876, -0.184, 0.929], [-0.104, -1.648, 0.303], [-1.702, 1.332, -0.842], [-0.657, 1.406, -2.258], [-0.087, 1.846, -0.539], [2.261, -0.095, 2.642], [1.841, -1.509, 2.151], [-3.657, 0.245, -2.416], [-4.349, -0.051, -3.736], [-3.502, 0.144, -4.970], [-2.744, 1.340, -4.788], [-2.184, 1.788, -5.987], [-5.037, -1.354, -3.727], [-4.300, 0.010, -1.561], [-3.520, 1.321, -2.318], [-2.705, -0.274, -2.311], [-5.168, 0.684, -3.810], [-4.122, 0.212, -5.871], [-2.753, -0.648, -5.109], [-1.522, 1.047, -6.458], [-1.536, 2.653, -5.840], [-2.958, 2.067, -6.713], [-5.844, -1.429, -4.331], [-5.365, -1.498, -2.781], [2.175, 3.247, -1.950], [3.417, 4.046, -1.508], [3.890, 3.545, -0.158], [3.052, 4.114, 0.827], [3.081, 3.459, 2.080], [4.514, 3.812, -2.472], [2.370, 2.296, -2.445], [1.494, 3.841, -2.561], [1.592, 3.031, -1.049], [3.163, 5.103, -1.486], [4.925, 3.884, -0.010], [3.868, 2.447, -0.075], [2.290, 3.843, 2.723], [4.062, 3.595, 2.544], [2.834, 2.397, 1.953], [4.196, 3.943, -3.424], [4.696, 2.817, -2.389], [-6.702, -4.149, -1.405], [-6.857, -3.687, 0.051], [-5.521, -3.179, 0.545], [-4.561, -4.220, 0.517], [-3.343, -3.741, 1.031], [-7.832, -2.576, 0.141], [-6.115, -5.062, -1.509], [-6.202, -3.379, -1.995], [-7.690, -4.335, -1.832], [-7.237, -4.478, 0.696], [-5.609, -2.746, 1.549], [-5.128, -2.387, -0.115], [-2.681, -4.596, 1.176], [-3.411, -3.208, 1.983], [-2.791, -3.102, 0.327], [-7.604, -1.852, -0.533], [-8.708, -2.980, -0.177], [5.162, -2.544, 0.987], [5.573, -3.168, 1.599], [5.886, -2.266, 0.404], [3.157, -4.159, -1.861], [3.143, -5.108, -1.701], [2.987, -3.763, -0.999], [0.372, -4.781, 2.606], [0.825, -5.579, 2.890], [1.080, -4.192, 2.298], [2.761, -3.327, 2.273], [3.088, -2.875, 3.085], [3.444, -3.220, 1.593], [-0.738, -1.980, 3.526], [-0.124, -1.467, 2.961], [-0.450, -2.899, 3.442], [5.219, -1.512, -2.278], [5.098, -0.416, -3.308], [4.873, 0.849, -2.694], [6.548, -1.428, -1.646], [5.291, -2.496, -2.738], [4.475, -1.512, -1.483], [4.130, -0.682, -3.757], [5.818, -0.385, -4.122], [5.346, 0.914, -1.859], [6.566, -0.617, -1.126], [0.952, -2.293, -3.949], [0.594, -0.900, -4.378], [0.918, -0.661, -5.762], [2.371, -2.454, -3.982], [0.500, -3.025, -4.626], [0.573, -2.452, -2.935], [1.089, -0.130, -3.778], [-0.482, -0.716, -4.316], [1.602, -1.294, -6.004], [2.646, -2.996, -3.231], [-1.213, 4.555, 1.672], [-0.587, 5.604, 0.780], [0.500, 5.143, 0.003], [-0.472, 4.480, 2.886], [-1.217, 3.569, 1.192], [-2.272, 4.772, 1.855], [-0.192, 6.367, 1.467], [-1.337, 6.111, 0.176], [1.187, 4.817, 0.604], [-0.939, 3.949, 3.535]],
  "charge": 0,
  "energy_ev": -76378.65616,
  "homo_energy_ev": -8.81
}



(2)
{
  "formula": "C32H44ClEuN4O4",
  "method": "ωB97M-V/def2-TZVPD",
  "species": ["O", "C", "C", "C", "H", "C", "H", "C", "H", "C", "H", "C", "H", "H", "C", "C", "H", "H", "H", "C", "C", "H", "H", "H", "H", "Eu", "Cl", "C", "O", "N", "C", "C", "H", "H", "H", "H", "H", "H", "H", "H", "H", "C", "C", "N", "H", "C", "O", "H", "H", "H", "H", "H", "H", "C", "C", "N", "H", "C", "O", "H", "H", "H", "H", "C", "C", "C", "C", "C", "C", "N", "C", "C", "C", "C", "C", "C", "H", "H", "H", "H", "H", "H", "H", "H", "H", "H"],
  "xyz": [[0.671, 0.226, -2.190], [-0.251, 0.381, -3.145], [-0.051, 1.750, -3.817], [0.617, 2.780, -3.144], [1.014, 2.593, -2.143], [0.777, 4.029, -3.754], [1.282, 4.829, -3.204], [0.292, 4.236, -5.052], [0.415, 5.208, -5.531], [-0.352, 3.196, -5.733], [-0.731, 3.341, -6.748], [-0.512, 1.951, -5.115], [-1.013, 1.116, -5.612], [-0.122, -0.390, -3.932], [-2.228, -1.285, -2.521], [-1.772, 0.144, -2.610], [-3.197, -1.421, -3.030], [-2.368, -1.623, -1.481], [-1.505, -1.950, -3.012], [-2.617, 1.185, -2.548], [-4.099, 1.110, -2.363], [-2.239, 2.199, -2.666], [-4.642, 1.507, -3.235], [-4.388, 1.726, -1.506], [-4.464, 0.089, -2.187], [-0.526, -0.094, 0.168], [-2.859, 1.045, 0.693], [-1.217, -0.011, 3.265], [-0.583, -0.831, 2.557], [-1.242, 0.006, 4.595], [-0.653, -1.077, 5.372], [-2.045, 0.986, 5.324], [-1.803, 0.796, 2.788], [-0.095, -1.738, 4.706], [-1.444, -1.636, 5.890], [0.015, -0.650, 6.129], [-2.273, 1.824, 4.653], [-1.483, 1.347, 6.194], [-2.988, 0.537, 5.672], [5.056, 1.737, -2.235], [4.900, 2.391, 0.125], [3.959, 1.746, -2.170], [3.922, 1.936, 0.315], [3.523, 1.211, -0.885], [3.533, 1.129, -2.968], [2.772, 0.105, -0.823], [2.104, -0.258, 0.176], [3.984, 1.262, 1.175], [2.788, -0.479, -1.756], [3.615, 2.783, -2.291], [3.207, 2.742, 0.539], [0.054, -5.800, 0.455], [2.224, -5.632, -1.114], [-0.422, -5.236, -0.358], [1.624, -4.974, -1.759], [0.549, -4.349, -0.995], [-1.251, -4.643, 0.034], [0.494, -3.031, -0.819], [-0.426, -2.453, -0.180], [2.261, -4.183, -2.173], [1.317, -2.454, -1.283], [-0.779, -5.959, -1.100], [1.203, -5.578, -2.574], [-1.913, 5.408, 1.260], [-1.418, 4.687, 0.162], [-0.612, 3.576, 0.363], [-0.254, 3.161, 1.676], [-0.793, 3.889, 2.773], [-1.608, 4.996, 2.561], [0.541, 2.045, 1.836], [1.493, 1.969, 2.823], [2.004, 3.102, 3.513], [2.830, 2.952, 4.621], [3.236, 1.676, 5.031], [2.847, 0.553, 4.293], [2.031, 0.698, 3.183], [-2.540, 6.288, 1.097], [-1.661, 4.990, -0.859], [-0.237, 2.991, -0.482], [-0.537, 3.573, 3.787], [-1.998, 5.542, 3.424], [1.699, 4.098, 3.187], [3.153, 3.840, 5.165], [3.869, 1.560, 5.913], [3.184, -0.446, 4.576], [1.762, -0.159, 2.573]],
  "charge": -1,
  "energy_ev": -79903.96251,
  "homo_energy_ev": [-2.91, -2.98],
  "multiplicity": 8
}



(3)
{
  "formula": "C20H56N4O8",
  "method": "ωB97M-V/def2-TZVPD",
  "species": ["C", "C", "O", "O", "H", "H", "H", "H", "H", "H", "C", "C", "O", "O", "H", "H", "H", "H", "H", "H", "C", "C", "C", "O", "C", "N", "H", "H", "H", "H", "H", "H", "H", "H", "H", "H", "H", "C", "C", "C", "O", "C", "N", "H", "H", "H", "H", "H", "H", "H", "H", "H", "H", "H", "C", "C", "C", "O", "C", "N", "H", "H", "H", "H", "H", "H", "H", "H", "H", "H", "H", "C", "C", "C", "O", "C", "N", "H", "H", "H", "H", "H", "H", "H", "H", "H", "H", "H"],
  "xyz": [[11.049, -27.059, 18.548], [11.715, -26.466, 19.766], [13.081, -26.402, 19.502], [10.971, -26.164, 17.406], [10.007, -27.355, 18.670], [11.599, -27.965, 18.292], [11.632, -27.022, 20.699], [11.261, -25.526, 20.079], [13.317, -25.722, 18.866], [11.704, -26.367, 16.820], [15.691, -29.129, 19.839], [14.868, -30.122, 18.987], [15.661, -30.935, 18.169], [14.884, -28.407, 20.717], [16.329, -28.428, 19.301], [16.420, -29.699, 20.416], [14.192, -29.536, 18.364], [14.322, -30.862, 19.572], [15.219, -31.780, 18.058], [14.325, -27.734, 20.322], [11.777, -30.270, 21.146], [10.935, -29.679, 22.309], [11.719, -28.744, 23.258], [11.062, -28.020, 24.248], [10.248, -28.894, 25.054], [9.759, -29.069, 21.682], [11.233, -31.094, 20.684], [12.737, -30.665, 21.479], [11.958, -29.603, 20.303], [10.523, -30.474, 22.931], [12.189, -27.996, 22.620], [12.507, -29.360, 23.689], [9.960, -28.282, 25.908], [10.864, -29.676, 25.499], [9.398, -29.231, 24.459], [9.290, -28.572, 22.426], [10.014, -28.297, 21.083], [14.275, -25.965, 14.030], [14.013, -26.008, 15.573], [13.567, -24.628, 16.075], [13.555, -24.631, 17.450], [13.048, -23.424, 17.957], [13.016, -26.986, 15.873], [15.085, -25.291, 13.750], [13.340, -25.711, 13.532], [14.612, -26.970, 13.774], [14.864, -26.354, 16.161], [12.613, -24.326, 15.642], [14.358, -23.927, 15.811], [13.699, -22.602, 17.658], [13.042, -23.465, 19.047], [12.018, -23.228, 17.662], [13.504, -27.865, 15.967], [12.318, -26.938, 15.144], [8.249, -30.641, 16.252], [9.076, -29.334, 16.245], [10.541, -29.647, 15.706], [11.168, -30.571, 16.608], [12.443, -31.021, 16.295], [8.372, -28.386, 15.497], [8.826, -31.418, 16.753], [8.193, -31.066, 15.249], [7.292, -30.530, 16.761], [9.133, -28.989, 17.278], [11.050, -28.684, 15.752], [10.485, -29.968, 14.666], [12.246, -31.785, 15.544], [12.890, -31.455, 17.189], [13.014, -30.219, 15.826], [7.599, -27.954, 15.984], [9.010, -27.618, 15.347], [7.667, -24.895, 16.524], [7.366, -24.307, 17.911], [7.486, -25.192, 19.191], [6.433, -26.020, 19.388], [6.808, -27.342, 19.466], [8.117, -23.043, 18.133], [7.941, -24.156, 15.772], [6.864, -25.537, 16.163], [8.536, -25.554, 16.521], [6.331, -23.965, 17.908], [7.588, -24.588, 20.092], [8.419, -25.757, 19.184], [6.067, -28.055, 19.828], [7.602, -27.527, 20.190], [7.185, -27.695, 18.506], [8.014, -22.473, 17.306], [9.082, -23.316, 18.008]],
  "charge": 0,
  "energy_ev": -43983.99590,
  "homo_energy_ev": -9.16,
  "smiles": "COC[C@H](C)N.COC[C@H](C)N.COC[C@H](C)N.COC[C@H](C)N.OCCO.OCCO"
}